*one*
2 unconnected molecules or ions with the total composition CH2INO2, computed with wB97M-V/def2-TZVPD.

Properties
Kohn-Sham gap ... 8.942 eV
Lowest unoccupied orbital energy ... -0.52 eV
HOMO level ... -0.3479 Eh
Spin multiplicity ... 1

Geometry as XYZ:
```
7
Properties=species:S:1:pos:R:3:mulliken_charge:R:1
C -1.38016 0.16050 0.15687 0.5626
N -1.27107 1.34945 0.08343 -0.4212
O -1.22894 -0.95089 0.40974 -0.4522
O 1.47111 -1.37758 -0.31406 -0.6273
I 2.63863 0.10555 0.20628 0.2060
H -0.92881 1.88538 -0.70804 0.3007
H 0.69924 -1.17240 0.16579 0.4315
```

*two*
2 unconnected molecules or ions with the total composition CH2INO2, computed with wB97M-V/def2-TZVPD.

Properties
Kohn-Sham gap ... 7.235 eV
Lowest unoccupied orbital energy ... -1.85 eV
HOMO level ... -0.3338 Eh
Spin multiplicity ... 1

Geometry as XYZ:
```
7
Properties=species:S:1:pos:R:3:mulliken_charge:R:1
C 0.78388 -0.01317 0.56578 0.2321
N -0.36817 0.58990 0.33664 -0.1201
O 1.26657 -1.02318 0.11535 -0.4765
O -1.07572 0.21038 -1.34272 -0.4948
I -1.16937 -1.61849 -1.74246 0.3501
H 1.41289 0.46701 1.42399 0.2636
H -0.85008 1.38755 0.64341 0.2455
```

Stability check: which of them is least stable? *two*.